Molecular formula: H4N2O2P
Method: DFT, wB97M-V/def2-TZVPD

Computed properties:
Total charge ... -1
Spin multiplicity ... 1
SMILES ... NP(N)(=O)[O-]
ΔE to the lowest compared entry with this formula, charge and spin ... 21.3 kcal/mol
F_max ... 3.9 eV/Å
Energy ... -603.88669 Eh

Cartesian coordinates (Å):
N 0.56 -0.46 1.32
N 0.11 1.06 -1.11
O -1.64 -0.81 0.24
O 0.36 -1.77 -0.99
P -0.20 -0.72 -0.10
H 1.46 -0.02 1.29
H -0.01 -0.03 2.06
H -0.40 1.79 -0.68
H -0.25 0.95 -2.02